This record from OMol25 describes C65H79N2O3SSb3Si3Ti as an isolated structure. The level of theory is the ωB97M-V functional and the def2-TZVPD basis.

The value obtained for the energy above the lowest of the compared OMol25 structures with the same formula, charge and spin is 9.34 kcal/mol. The HOMO energy (spin up / spin down) comes out at -0.8 / -1.9 eV. The frontier orbital gap (spin up / spin down) comes out at 0.1734 / 0.2154 hartree. Its spin multiplicity is 3. Its charge is -2.

Cartesian coordinates (Å):
Sb1 -1.21835 -0.10788 -3.61329
Sb2 -2.67012 2.07145 -1.18508
Sb3 2.91288 -0.43616 2.07373
Ti1 -0.04940 -0.72282 0.11180
S1 -2.31606 -0.26903 0.36734
Si1 3.44584 1.22923 4.72409
Si2 3.17167 -2.14677 -0.72003
Si3 2.41400 -1.70011 5.42784
O1 0.88271 0.44331 -1.07047
O2 -0.36320 -2.26348 -1.12809
O3 0.33591 0.59380 1.44825
N1 -0.05210 -0.75742 3.89145
N2 -0.10729 -2.36786 1.55728
C1 4.15378 -2.05739 6.08171
C2 -4.30562 0.98709 -2.11674
C3 -2.34115 -5.04119 -2.52786
C4 -4.64937 4.65438 -1.77257
C5 1.49809 3.79862 0.19073
C6 5.26490 0.89123 4.35430
C7 -0.59999 -3.60429 -6.19920
C8 -4.17697 -2.99259 -2.87744
C9 0.04086 2.77907 -3.82301
C10 -3.22548 0.27338 -4.39598
C11 1.19112 2.42302 0.18924
C12 -3.58159 3.89876 -2.26619
C13 1.99202 2.16472 -5.67733
C14 0.30875 1.24758 5.10744
C15 -0.18872 2.78618 2.16342
C16 -4.47845 -4.27487 -3.34497
C17 -4.50219 2.06823 1.34807
C18 -1.07475 -3.15375 2.01590
C19 -3.14458 4.24101 -3.55001
C20 1.58473 1.54586 -0.85731
C21 1.41258 -4.19027 1.54679
C22 3.50445 1.61140 6.58820
C23 -4.31727 1.03844 -3.64128
C24 -0.84638 -1.78404 -7.74214
C25 -0.96082 -0.90046 -6.67810
C26 -3.74969 4.57001 2.26804
C27 -0.88703 -1.34618 -5.35821
C28 -4.76977 6.00433 -3.76765
C29 -3.23119 4.07362 1.07893
C30 0.93480 3.75691 -4.24026
C31 0.06154 1.49017 -4.35910
C32 0.06868 4.15362 2.09231
C33 0.26357 -4.58997 -1.40188
C34 1.12899 -2.83704 1.29023
C35 1.91308 3.45616 -5.17702
C36 -0.70947 -2.71107 -5.13779
C37 -4.66149 3.81780 2.99663
C38 -1.36046 -0.55779 3.99332
C39 0.94345 4.65203 1.13205
C40 4.45935 -1.90811 2.57236
C41 -5.23771 5.68400 -2.49971
C42 0.41697 1.91308 1.27077
C43 -5.03969 2.56551 2.52908
C44 4.00908 -3.85611 -0.65574
C45 3.03669 2.81476 3.80614
C46 -0.72981 -3.46522 -1.49286
C47 -3.54973 -5.29278 -3.15107
C48 4.64435 -0.94498 -0.72846
C49 -2.00672 -3.73775 -2.07162
C50 -2.97888 -2.72297 -2.25073
C51 1.39626 -1.34865 6.98376
C52 -1.92383 0.51386 4.66716
C53 2.26865 -0.21158 4.25686
C54 -1.05535 1.42397 5.25328
C55 -3.59956 2.82015 0.60132
C56 1.96906 -1.81333 0.66748
C57 0.42183 -5.00208 2.05762
C58 2.48066 -1.97189 -2.46750
C59 1.07674 1.19966 -5.27347
C60 -0.85097 -4.48892 2.30041
C61 0.79993 0.14246 4.39505
C62 -3.71492 5.27056 -4.29211
C63 -0.66576 -3.14169 -7.50440
C64 2.74527 1.84331 -1.74765
C65 1.74085 -3.30342 4.74593
H1 -3.43375 5.54402 2.62717
H2 -5.05352 4.44252 -0.78569
H3 0.87094 4.74990 -3.80795
H4 1.67418 -2.65644 -2.71828
H5 5.51254 -1.35522 -0.20367
H6 4.27217 2.37998 6.73334
H7 -5.74365 1.96375 3.09403
H8 0.43253 -5.06672 -2.37652
H9 3.98280 -2.83680 2.89431
H10 0.33308 -1.23998 6.75467
H11 3.31817 -4.69907 -0.71851
H12 2.57518 1.99179 7.01516
H13 -4.89844 -2.18992 -2.99496
H14 2.40169 -4.57594 1.34236
H15 1.16830 0.20175 -5.68622
H16 -0.66992 3.03135 -3.04899
H17 -5.27632 0.62564 -3.98450
H18 4.84639 -2.42266 5.32489
H19 1.58277 -4.00280 5.57483
H20 -0.46883 -4.66186 -5.99906
H21 1.16727 5.71254 1.09355
H22 -0.90185 -1.41273 -8.76013
H23 -4.32032 2.07773 -3.96492
H24 -1.09942 0.15775 -6.88188
H25 -1.43370 2.28491 5.79304
H26 3.66071 1.99962 -1.16714
H27 -0.41128 4.82506 2.79620
H28 5.15817 -1.57262 3.33597
H29 -5.22196 6.80911 -4.33702
H30 -2.33759 3.68379 -4.01726
H31 -3.77144 -6.29885 -3.49274
H32 4.93316 -0.78864 -1.77289
H33 2.09156 -0.96222 -2.62003
H34 2.90706 1.02153 -2.44564
H35 -1.63995 -5.85618 -2.39588
H36 -2.99865 0.63572 4.70078
H37 -0.66644 -3.09117 -4.12124
H38 -0.84596 2.37481 2.91375
H39 5.01992 -2.11965 1.65903
H40 5.47963 0.73299 3.29570
H41 4.60484 -1.19199 6.57221
H42 5.66816 0.04858 4.91970
H43 3.37885 2.76199 2.76903
H44 5.80663 1.79167 4.66662
H45 4.04384 -2.84032 6.84138
H46 -5.21462 1.44721 -1.71851
H47 3.30815 -2.13997 -3.16814
H48 -1.65686 -5.10841 2.67066
H49 -6.06767 6.23686 -2.07001
H50 2.13207 4.20105 -0.59214
H51 1.97098 3.04626 3.75830
H52 -5.42295 -4.47687 -3.83726
H53 -4.24813 -0.03507 -1.74044
H54 -2.51928 4.67496 0.52201
H55 0.78565 -3.13149 4.24709
H56 2.58648 2.74414 -2.34483
H57 -4.76261 1.06779 1.02263
H58 -1.99722 -1.28456 3.49637
H59 2.61960 4.21442 -5.49653
H60 -2.78229 -1.74766 -1.82575
H61 3.54890 3.65580 4.28727
H62 -3.12853 0.64999 -5.41744
H63 1.21361 -4.22106 -1.02935
H64 -2.05091 -2.68743 2.09905
H65 4.43818 0.04094 -0.31062
H66 0.63603 -6.04518 2.26396
H67 -0.07048 -5.37859 -0.71772
H68 4.60389 -3.96828 0.25563
H69 4.69045 -3.92487 -1.51233
H70 3.80215 0.74025 7.17614
H71 1.50983 -2.19497 7.67051
H72 -0.58116 -3.83363 -8.33513
H73 -5.06915 4.20036 3.92646
H74 1.71927 -0.44370 7.50511
H75 -3.33321 5.49263 -5.28356
H76 2.40919 -3.77937 4.02720
H77 0.97585 1.97213 5.54571
H78 2.76723 1.89971 -6.38888
H79 -3.51205 -0.78089 -4.48401

Löwdin population analysis, charges in e, atoms 1 to 8: atom 1 (Sb): 1.5301, atom 2 (Sb): 1.2939, atom 3 (Sb): 1.5185, atom 4 (Ti): 0.6705, atom 5 (S): 0.1277, atom 6 (Si): 0.4129, atom 7 (Si): 0.4407, atom 8 (Si): 0.4640